1.
This record from the OMol25 dataset describes one molecule with the formula C4H7NO. The level of theory is wB97M-V/def2-TZVPD.

```
! RIJCOSX wB97M-V def2-TZVPD def2/J DEFGRID3
* xyz 0 1
O 0.954 -0.348 1.101
C -0.318 -0.945 0.530
C -1.154 0.201 -0.016
C -0.326 1.152 -0.846
C 0.918 0.764 -1.274
N 2.004 0.293 -1.402
H 1.681 -0.996 1.040
H -0.770 -1.491 1.359
H 0.014 -1.618 -0.263
H -1.626 0.729 0.824
H -1.980 -0.307 -0.549
H 1.217 0.346 0.385
H -0.661 2.171 -0.977
*
```

The frontier orbital gap is 0.2499 hartree. As for the HOMO energy: -0.24533 Ha.

Results of the natural (NBO) charge analysis, in e, for atoms 1 through 4: O -0.650; C -0.063; C -0.425; C -0.668

---

2.
This record from the OMol25 dataset describes an isolated ion of composition C29H48BClIN2O7 and charge +1. The level of theory is wB97M-V/def2-TZVPD.

```
! RIJCOSX wB97M-V def2-TZVPD def2/J DEFGRID3
* xyz 1 1
C 2.579 4.024 -1.692
C 1.715 3.457 -1.056
C 0.746 2.436 -0.325
C -0.618 3.256 -0.354
C -1.135 3.851 1.035
C -2.572 3.188 1.375
C -2.838 3.287 2.941
C -3.983 2.336 3.480
C -4.001 0.887 2.852
O -5.117 0.800 1.921
C -5.166 -0.425 1.283
O -4.452 -1.383 1.531
C -6.266 -0.598 0.175
C -6.944 0.489 -0.374
O 1.446 2.369 0.973
C 1.097 1.132 1.599
Cl -0.382 1.014 2.637
B 2.310 0.996 2.721
C 3.680 1.841 2.553
O 2.178 0.163 3.841
N 1.225 0.196 0.407
C 0.943 -1.256 0.632
C 2.289 -2.123 0.821
O 2.618 -2.320 2.215
C 2.411 -3.670 2.611
O 3.042 -4.602 2.189
C 1.281 -3.882 3.716
C 0.223 -4.924 3.147
C 0.797 0.900 -0.865
C 2.066 0.788 -1.835
C 2.416 -0.685 -2.339
N 2.336 -0.710 -3.818
C 1.612 -1.901 -4.322
C 2.379 -3.282 -4.014
C 3.591 -0.467 -4.470
C 3.537 -0.231 -6.052
O 4.689 -0.380 -3.946
C -0.453 0.347 -1.672
I -0.928 1.514 -3.459
C -1.753 0.067 -0.759
C -2.416 -1.315 -1.232
H 3.526 4.305 -2.220
H -0.476 4.162 -1.026
H -1.500 2.720 -0.805
H -0.419 3.796 1.895
H -1.370 4.955 0.886
H -3.340 3.772 0.779
H -2.534 2.133 0.984
H -1.860 3.194 3.508
H -3.178 4.359 3.125
H -5.026 2.761 3.398
H -3.801 2.197 4.596
H -4.158 0.082 3.642
H -3.065 0.595 2.299
H -6.503 -1.648 -0.175
H -7.288 1.313 0.321
H -7.102 0.592 -1.489
H 4.069 1.661 1.503
H 4.440 1.547 3.335
H 3.428 2.937 2.720
H 3.063 -0.125 4.136
H 2.264 0.182 0.343
H 0.351 -1.467 1.581
H 0.385 -1.777 -0.191
H 2.047 -3.161 0.418
H 3.150 -1.748 0.196
H 1.717 -4.165 4.719
H 0.734 -2.898 3.867
H -0.449 -5.349 3.942
H 0.818 -5.725 2.602
H -0.403 -4.385 2.364
H 3.024 1.179 -1.353
H 1.952 1.420 -2.770
H 3.431 -0.978 -1.924
H 1.705 -1.490 -1.975
H 0.613 -1.988 -3.784
H 1.376 -1.886 -5.419
H 2.018 -4.009 -4.810
H 3.500 -3.173 -4.029
H 2.100 -3.644 -2.982
H 4.305 -0.947 -6.480
H 2.550 -0.523 -6.507
H 3.734 0.840 -6.330
H -0.239 -0.687 -2.097
H -1.503 -0.056 0.332
H -2.554 0.851 -0.926
H -3.482 -1.428 -0.896
H -1.778 -2.216 -0.996
H -2.457 -1.261 -2.372
*
```

As for the SMILES: C#C[C@]1(CCCCCCOC(=O)C=C)O[C@](Cl)(B(C)O)[N@@H+](CCOC(=O)CC)[C@@]1(CCN(CC)C(C)=O)[C@H](I)CC. The frontier orbital gap is 0.3192 hartree. As for the HOMO energy: -0.42083 Ha.

Results of the Mulliken charge analysis, in e, for atoms 1 through 4: C 0.077; C -2.382; C 2.618; C -1.162

---

3.
This record from the OMol25 dataset describes one molecule with the formula C4H9NO. The level of theory is wB97M-V/def2-TZVPD.

```
! RIJCOSX wB97M-V def2-TZVPD def2/J DEFGRID3
* xyz 0 1
C 2.428 0.095 0.075
C 0.223 -0.519 -0.090
C -1.121 -0.092 -0.646
C -1.930 0.880 0.110
H 2.743 -0.917 -0.233
H 3.167 0.839 -0.260
H 2.423 0.094 1.175
H 0.492 -1.511 -0.486
H 0.150 -0.605 1.015
H -1.153 -0.051 -1.732
H -1.504 1.242 1.046
H -2.555 1.611 -0.422
H -2.174 -1.012 0.865
N -2.363 -0.512 0.004
O 1.175 0.457 -0.422
*
```

As for the SMILES: COC[C@@H]1CN1. The frontier orbital gap is 0.3925 hartree. As for the HOMO energy: -0.35385 Ha.

Results of the natural (NBO) charge analysis, in e, for atoms 1 through 4: C -0.249; C -0.072; C -0.101; C -0.256

---

4.
This record from the OMol25 dataset describes a 2-piece molecular cluster, CH3IS overall. The level of theory is wB97M-V/def2-TZVPD.

```
! RIJCOSX wB97M-V def2-TZVPD def2/J DEFGRID3
* xyz 0 1
C 0.356 0.505 -0.666
S -1.594 -0.793 0.678
I 1.908 0.842 0.643
H 0.581 -0.230 -1.333
H -0.262 1.409 -0.741
H -0.989 -1.734 1.419
*
```

The frontier orbital gap (spin up / spin down) is 0.2649 / 0.2952 hartree. As for the HOMO energy (spin up / spin down): -0.32491 / -0.33781 Ha.

Results of the natural (NBO) charge analysis, in e, for atoms 1 through 4: C -0.452; S -0.288; I 0.213; H 0.187

---

5.
This record from the OMol25 dataset describes one molecule with the formula C2H5NO. The level of theory is wB97M-V/def2-TZVPD.

```
! RIJCOSX wB97M-V def2-TZVPD def2/J DEFGRID3
* xyz 0 1
C 1.714 0.172 0.102
C -0.703 0.254 -0.099
H 1.661 0.639 1.099
H 1.669 0.991 -0.557
H 2.548 -0.336 -0.145
H 0.287 -1.194 0.481
H -0.474 1.366 -0.301
N 0.423 -0.565 -0.212
O -1.840 -0.008 0.112
*
```

As for the SMILES: CNC=O. The frontier orbital gap is 0.4045 hartree. As for the HOMO energy: -0.36892 Ha.

Results of the natural (NBO) charge analysis, in e, for atoms 1 through 4: C -0.416; C 0.548; H 0.189; H 0.201